Entry 1:
ORCA calculation (ωB97M-V/def2-TZVPD) on a molecular structure, C27H42As3IMnN4O5S.

Structure (XYZ):
```
84
C27H42As3IMnN4O5S ωB97M-V/def2-TZVPD
I -0.905 5.652 -1.903
As -2.077 -0.308 -0.706
As 1.205 -1.549 -0.039
As -0.824 -4.498 -4.186
Mn -0.317 0.402 0.863
S 4.587 2.124 1.683
O 5.027 2.061 0.311
O -2.465 2.471 0.991
O -0.073 -1.566 3.102
O 5.583 2.162 2.712
O 1.244 0.712 2.164
N 0.466 1.847 -0.493
N 3.492 0.935 1.943
N -1.913 1.473 1.580
N -0.897 -0.632 2.470
C 1.256 5.105 2.063
C -1.337 -4.273 -2.279
C -1.036 -3.056 -1.380
C 2.911 -1.244 -0.941
C 3.448 3.476 1.854
C -2.685 0.961 -2.047
C -1.492 -3.428 0.037
C -3.823 1.521 3.118
C 1.631 3.982 -1.863
C 2.375 2.863 -1.529
C 2.199 2.925 2.054
C 1.120 -4.724 -4.015
C -2.170 -0.695 4.565
C 2.522 5.651 1.865
C -1.832 -1.847 -1.898
C -3.787 -0.727 0.119
C 2.286 1.428 2.076
C -0.786 -2.691 -4.960
C 0.296 4.002 -1.499
C -2.531 0.961 2.625
C -0.255 2.928 -0.820
C 1.890 -2.851 1.238
C 1.758 1.831 -0.849
C 1.078 3.730 2.163
C -1.849 -0.166 3.206
C 3.646 4.837 1.757
C 0.470 -2.771 -1.396
H 0.754 -2.350 -2.362
H -0.120 -2.007 -4.435
H -1.850 1.261 -2.679
H -3.670 2.401 3.748
H 2.767 -0.680 -1.863
H -1.317 -2.617 0.751
H -1.362 -1.446 -2.797
H -0.950 -4.306 0.397
H 2.468 -3.599 0.695
H 2.335 0.974 -0.542
H -1.274 2.940 -0.450
H -1.252 -0.940 5.093
H -4.210 0.201 0.502
H 1.513 -5.000 -4.993
H 3.432 2.794 -1.745
H -2.559 -3.664 0.050
H 1.329 -5.543 -3.326
H -3.460 0.502 -2.662
H -2.755 -1.614 4.486
H -0.427 -2.804 -5.983
H -0.894 -5.163 -1.819
H -3.086 1.834 -1.535
H -2.840 -2.163 -2.183
H -4.417 1.851 2.266
H -2.744 0.031 5.135
H -1.789 -2.271 -5.000
H 2.632 6.725 1.791
H 3.580 -0.696 -0.277
H -4.384 0.782 3.689
H 4.632 5.253 1.597
H 1.024 -3.707 -1.283
H 0.095 3.299 2.309
H 1.629 -3.826 -3.671
H 2.081 4.819 -2.379
H 3.353 -2.211 -1.181
H 1.081 -3.323 1.788
H 0.800 -1.149 2.978
H -2.417 -4.445 -2.269
H -3.645 -1.423 0.945
H -4.464 -1.161 -0.616
H 2.550 -2.335 1.937
H 0.398 5.761 2.137
```

Values from the calculation:
Net charge ... 0
2S+1 ... 2
Energy relative to the best compared isomer or geometry (same formula, charge and spin) ... 0.287 eV
HOMO level (alpha / beta) ... -7.9563 / -7.9804 eV

***

Entry 2:
ORCA calculation (ωB97M-V/def2-TZVPD) on a molecular structure, C5H14Ga.

Structure (XYZ):
```
20
C5H14Ga ωB97M-V/def2-TZVPD
Ga -2.679 -0.405 0.536
C 1.933 1.023 0.215
C 1.182 -1.378 0.247
C -1.111 0.832 0.082
C -0.180 0.318 -1.032
C 1.226 -0.090 -0.571
H 1.575 2.011 -0.084
H 0.804 -2.210 -0.351
H 0.507 -1.265 1.097
H -0.546 1.035 1.000
H -1.552 1.790 -0.212
H -2.120 -1.921 0.677
H -3.753 -0.318 -0.678
H -0.063 1.067 -1.828
H 1.752 0.928 1.288
H 2.178 -1.643 0.619
H -0.625 -0.560 -1.519
H -3.368 0.083 1.923
H 1.826 -0.285 -1.469
H 3.016 0.988 0.059
```

Values from the calculation:
Net charge ... -1
2S+1 ... 1
HOMO level ... -4.1756 eV

***

Looking at total energy for the records above, in order, we have -10203.37296; -2123.65956 Eh.